# 1
59
Properties=species:S:1:pos:R:3:forces:R:3:lowdin_spin:R:1 method="wB97M-V/def2-TZVPD" s2=0.7599 max_force_ev_per_a=0.42 e_homo_ha="-0.28766 / -0.28783" spin_multiplicity=2
Ru -0.3729 0.5149 0.3715 -0.129 0.000 -0.399 0.512
C -0.3764 -1.2471 -2.5538 0.006 -0.014 0.000 0.001
C 0.1976 0.1281 -2.8318 -0.018 0.026 0.046 -0.001
S 1.1487 0.7650 -1.4348 0.080 -0.033 0.243 -0.008
C 2.6631 -0.2365 -1.6964 -0.055 -0.037 -0.068 -0.002
C 3.5039 -0.6755 -0.5139 0.078 0.007 -0.020 0.000
S 2.7019 -1.6983 0.7341 -0.119 -0.031 0.030 0.000
C 1.8846 -2.9407 -0.3189 0.052 -0.044 -0.050 0.000
C -0.8803 -2.9247 -0.2969 0.048 0.007 -0.055 0.000
S -1.2865 -1.2696 -0.9735 0.045 0.089 0.168 0.029
H 0.3958 -2.0099 -2.5013 -0.007 -0.033 -0.024 0.000
H -1.0802 -1.5267 -3.3378 -0.006 0.029 -0.002 0.001
H -0.5920 0.8553 -3.0171 0.000 -0.025 -0.034 0.000
H 0.8467 0.1141 -3.7082 0.001 -0.007 -0.007 0.000
H 3.2775 0.4120 -2.3243 0.003 -0.010 -0.012 0.000
H 2.3933 -1.0908 -2.3152 0.005 0.019 0.011 0.000
H 3.8653 0.1886 0.0462 -0.032 0.013 0.007 0.000
H 4.3815 -1.1845 -0.9212 0.011 0.042 -0.009 0.000
H 2.5550 -3.8020 -0.3515 0.003 0.010 -0.017 0.000
H 1.8456 -2.5648 -1.3359 -0.061 -0.016 0.034 0.000
H -1.5481 -2.9959 0.5589 -0.019 -0.007 -0.007 0.000
H -1.3174 -3.5764 -1.0567 0.006 0.013 -0.014 0.001
Cl -1.6346 -4.1300 5.2064 0.003 0.009 -0.010 0.003
C -1.5253 -2.6955 4.2316 -0.041 0.004 0.037 0.007
C -2.3803 -1.6057 4.6436 0.034 -0.027 -0.016 -0.005
C -2.4783 -0.4497 3.9524 -0.019 0.070 -0.033 0.005
I -3.7563 1.0865 4.5039 0.012 -0.017 -0.005 0.001
C -1.6813 -0.3054 2.7601 -0.008 -0.069 0.052 -0.001
O -1.7721 0.6360 1.9517 0.073 -0.003 -0.034 0.011
C -0.7197 -1.3566 2.4260 -0.028 0.019 0.009 0.007
N 0.0359 -1.1520 1.4158 0.166 -0.103 0.032 -0.023
C 0.5086 -3.5268 0.0942 -0.024 -0.030 0.094 0.000
C 0.6367 -4.0498 1.5131 -0.003 0.050 -0.004 -0.003
C 0.1540 -3.7220 2.7161 -0.016 -0.013 -0.001 0.000
C -0.7171 -2.6266 3.1476 0.019 0.004 -0.034 -0.005
H -2.9786 -1.7570 5.5325 0.003 -0.012 0.001 0.000
H 0.5152 -4.4516 -0.4973 -0.029 -0.015 0.024 0.000
H 1.2943 -4.9166 1.5352 0.015 0.007 -0.002 0.000
H 0.4436 -4.3856 3.5227 0.003 0.000 0.005 0.000
S 1.1816 1.6364 1.7872 -0.023 0.031 -0.005 0.024
C 1.3756 3.3012 1.3557 -0.092 0.062 0.064 0.007
N 1.0836 3.8189 0.1854 0.062 0.036 -0.075 0.006
C 1.2220 5.2381 -0.1349 -0.008 -0.034 -0.040 0.000
C 1.1038 6.0615 1.1324 -0.027 0.011 0.006 0.000
C 2.0846 5.5287 2.1625 0.009 -0.001 -0.010 0.001
N 1.8785 4.0933 2.3161 0.041 -0.036 -0.032 0.000
H 0.7003 3.2395 -0.5571 -0.056 -0.082 -0.054 0.002
H 0.4455 5.4751 -0.8585 -0.056 0.004 -0.005 0.000
H 2.1887 5.4066 -0.6177 0.003 -0.002 0.007 0.000
H 0.0863 5.9913 1.5214 -0.001 -0.002 -0.007 0.000
H 1.3142 7.1088 0.9204 0.001 -0.002 -0.004 0.000
H 1.9287 5.9960 3.1339 0.006 -0.004 0.001 0.000
H 3.1135 5.7319 1.8517 -0.001 0.000 -0.001 0.000
H 2.0474 3.6549 3.2049 -0.037 0.001 0.010 0.000
O -2.1788 4.3852 -2.0954 0.033 0.126 0.023 0.014
S -1.5015 3.1317 -2.3031 -0.099 -0.088 0.066 0.010
O -2.1117 2.2331 -3.2662 0.089 -0.013 0.063 0.024
O -0.0471 3.2372 -2.4429 0.097 0.127 0.017 0.007
S -1.7359 2.1722 -0.4100 0.006 -0.005 0.042 0.379

---

# 2
15
Properties=species:S:1:pos:R:3:forces:R:3:nbo_charge:R:1 method="wB97M-V/def2-TZVPD" max_force_ev_per_a=2.23 e_homo_ha=-0.32483 spin_multiplicity=1
C -2.6375 -0.2515 0.0163 -0.954 0.922 -0.631 -0.648
C -1.1790 0.1501 -0.0921 -0.558 0.193 0.250 0.127
C -0.0973 -0.7526 -0.0700 1.025 -0.603 -0.551 -0.353
C 1.0532 0.0331 -0.0637 -0.328 0.675 0.079 0.154
C 2.5595 -0.2730 0.0026 -1.517 0.097 -0.680 -0.642
H -3.2997 0.4684 -0.5716 0.938 -1.205 0.176 0.230
H -2.8160 -1.3345 -0.2667 0.181 1.439 0.289 0.221
H -3.0355 -0.0425 1.0255 0.487 -0.540 -0.106 0.226
H -0.1564 -1.8590 -0.1707 0.113 1.134 0.258 0.227
H 3.0867 0.0397 -0.9226 -0.331 -0.180 0.570 0.227
H 2.9594 0.2555 0.8572 0.386 -0.020 0.179 0.220
H 2.6553 -1.3540 0.1333 0.230 0.237 0.035 0.231
H 1.0976 2.1634 0.2900 -0.798 -1.272 -0.967 0.403
N 0.5695 1.3363 -0.0830 2.072 0.148 0.812 -0.347
N -0.7599 1.4206 -0.0845 -0.945 -1.026 0.287 -0.277

---

# 3
25
Properties=species:S:1:pos:R:3:forces:R:3:nbo_charge:R:1 method="wB97M-V/def2-TZVPD" total_charge=+1 max_force_ev_per_a=5.44 e_homo_ha=-0.48258 spin_multiplicity=1
C 0.7657 0.2238 -1.5144 0.311 0.182 1.180 -0.351
C -0.5984 0.2900 -1.1632 2.989 0.540 -0.341 0.295
C 1.6266 0.2212 -0.3595 -0.325 0.615 0.012 0.335
C -1.5546 0.2011 -2.3071 -3.305 0.407 1.153 -0.667
C 3.1007 -0.0591 -0.2457 -0.774 0.081 -2.817 -0.657
C -2.0076 -1.4004 0.6667 -1.279 -1.395 -0.534 -0.660
C 1.1407 0.8098 2.1145 3.119 -2.294 0.338 -0.437
C -1.7908 0.1185 0.9626 -0.446 -3.794 0.437 -0.272
N -0.8237 0.6162 0.1412 4.427 0.710 -2.696 -0.171
N 1.0197 0.3112 0.7826 -5.320 0.451 -1.039 -0.150
H 1.1637 0.3383 -2.5288 -0.319 -0.548 0.521 0.259
H -1.1333 0.1195 -3.3084 0.448 -0.024 0.463 0.263
H -2.3316 -0.6643 -2.1778 1.357 1.754 -0.176 0.260
H -2.0998 1.2082 -2.2247 0.228 -1.520 -0.503 0.257
H 3.7431 0.6411 -0.7825 -0.384 -0.018 -0.597 0.265
H 3.4159 0.1081 0.7437 0.432 -1.067 1.390 0.242
H 3.0978 -1.0456 -0.8034 0.997 0.698 1.383 0.278
H -2.5086 -1.6277 -0.3217 -0.384 0.978 1.161 0.221
H -2.5979 -1.9618 1.4521 0.773 0.767 -0.827 0.248
H -1.1214 -1.9939 0.3747 0.434 0.667 1.176 0.227
H 0.2517 0.7393 2.6452 -2.046 0.039 0.539 0.239
H 1.7729 0.0718 2.7484 -0.540 1.154 -1.212 0.257
H 1.5412 1.7882 2.1668 0.403 0.973 -0.002 0.233
H -1.3676 0.2928 1.9171 0.096 -0.243 1.563 0.226
H -2.7044 0.6538 1.0217 -0.894 0.889 -0.573 0.259

---

Calculated energy relative to the best compared isomer or geometry (same formula, charge and spin), 89.2 14.5 89.5 kcal/mol (same order as the records).